Record 1
The following is a DFT calculation (the ωB97M-V functional and the def2-TZVPD basis) of C23H33F4MnN3O4PSe as an isolated structure in a non-equilibrium geometry.

Geometry as XYZ:
```
70
Properties=species:S:1:pos:R:3:forces:R:3
Mn 0.3073 -1.4827 -0.7090 0.373 -0.072 0.209
C -0.0952 -3.1560 1.9087 0.141 -0.016 -0.048
N 0.9235 -2.9307 0.8667 -0.118 0.211 0.055
C 2.1105 -2.3002 1.4792 -0.099 0.000 -0.074
C 1.2616 -4.1913 0.1705 0.005 0.080 0.280
C 1.7838 -3.9039 -1.2216 0.102 0.026 -0.221
N 0.8532 -2.9606 -1.8075 -0.479 0.158 -0.232
C 0.5475 -2.9177 -3.1578 0.342 -0.021 0.996
C -0.6382 -2.2869 -3.4999 -0.447 0.265 -0.045
F -1.3712 -1.7744 -2.4765 -0.146 0.209 0.117
C -1.0927 -2.1497 -4.7848 -0.113 0.057 0.021
F -2.2506 -1.5115 -4.9979 0.088 -0.054 -0.061
C -0.3599 -2.6703 -5.8323 -0.202 0.103 -0.267
C 0.8175 -3.3028 -5.5176 0.406 -0.216 -0.052
F 1.5823 -3.8125 -6.4945 -0.097 0.050 0.046
C 1.2775 -3.4193 -4.2154 0.369 -0.256 -0.432
F 2.4634 -4.0107 -3.9977 0.013 -0.011 -0.017
H 0.2727 -3.8732 2.6511 0.006 -0.010 0.008
H -0.9954 -3.5538 1.4490 -0.110 0.004 0.000
H -0.3269 -2.2152 2.4045 -0.009 -0.036 -0.048
H 2.5555 -2.9699 2.2210 0.010 -0.020 0.072
H 1.8080 -1.3655 1.9569 0.033 -0.110 -0.081
H 2.8554 -2.0798 0.7168 0.060 -0.001 -0.052
H 0.3469 -4.7739 0.0835 -0.084 -0.005 0.007
H 1.9773 -4.7604 0.7718 0.038 -0.074 -0.021
H 1.8116 -4.8278 -1.8001 0.032 -0.047 0.031
H 2.8116 -3.5258 -1.1848 0.022 0.083 -0.053
H -0.6881 -2.5710 -6.8585 0.024 -0.016 0.079
C 1.1996 2.1931 3.5867 0.111 0.211 0.007
C 0.4029 0.9337 3.8616 -0.198 -0.050 -0.235
C -0.8964 1.2417 4.5899 -0.102 0.071 0.067
C 1.2251 -0.0761 4.6321 0.157 -0.177 0.210
O 0.1622 0.2762 2.5791 0.383 -0.020 0.302
P -1.0751 0.4864 1.6164 -0.307 -0.222 -0.057
O -2.3829 0.1356 2.1847 -0.124 -0.234 0.141
O -0.6397 -0.3474 0.4009 -0.139 -0.282 -0.449
O -0.9578 2.0011 1.2102 -0.024 0.677 -0.128
C -2.0967 2.8425 0.7993 0.189 -0.378 0.061
C -2.9506 2.0914 -0.2081 -0.160 -0.096 -0.120
C -2.8879 3.2268 2.0338 -0.178 0.101 0.114
C -1.4423 4.0480 0.1676 0.108 0.196 -0.165
H 1.4162 2.7089 4.5263 0.003 -0.034 -0.056
H 0.6423 2.8676 2.9355 0.014 -0.046 0.050
H 2.1447 1.9457 3.0987 -0.038 0.009 0.004
H -0.6491 1.6375 5.5777 -0.029 -0.017 -0.018
H -1.5079 0.3461 4.7039 0.050 0.028 -0.003
H -1.4980 1.9883 4.0644 0.150 -0.115 0.046
H 1.4711 0.3135 5.6223 0.006 -0.018 -0.040
H 2.1606 -0.2937 4.1074 -0.103 0.029 0.043
H 0.6661 -1.0079 4.7572 0.036 0.082 -0.004
H -3.4569 1.2392 0.2543 0.099 0.129 -0.042
H -2.3343 1.7336 -1.0374 -0.011 0.042 0.052
H -3.7069 2.7677 -0.6132 0.019 -0.021 0.010
H -3.2754 2.3421 2.5417 0.028 0.053 -0.096
H -3.7293 3.8604 1.7374 0.064 -0.032 0.046
H -2.2610 3.7960 2.7258 -0.028 -0.022 -0.047
H -0.8220 3.7444 -0.6796 -0.038 0.033 0.050
H -0.8143 4.5647 0.8969 -0.011 -0.024 -0.053
H -2.2053 4.7439 -0.1911 0.060 -0.038 0.031
Se 2.0844 -0.0408 -1.5631 -0.153 -0.191 -0.180
C 1.2410 1.5012 -2.3063 0.044 0.001 0.135
C 1.9518 2.6897 -2.2366 0.115 0.252 0.015
C 1.4355 3.8268 -2.8386 -0.204 0.044 -0.072
N 0.2673 3.8673 -3.4874 0.097 -0.406 0.156
C -0.4083 2.7129 -3.5411 0.085 0.234 0.010
C 0.0281 1.5192 -2.9818 -0.082 0.001 0.020
H 2.9022 2.7410 -1.7185 -0.060 -0.011 -0.018
H 1.9917 4.7581 -2.7821 -0.063 -0.025 -0.044
H -1.3589 2.7379 -4.0669 0.055 0.020 0.028
H -0.5846 0.6331 -3.0838 0.020 -0.037 0.015
```
Positions in Å, forces in eV/Å.

The calculation puts the total energy at -5654.86048 a.u. The calculation puts the lowest unoccupied orbital energy (spin up / spin down) at -0.067 / 0.006 hartree. For the maximum force, the calculation gives 1.05 eV Å⁻¹. Its multiplicity is 5. For the orbital gap (spin up / spin down), the calculation gives 6.427 / 8.524 eV. The HOMO energy (spin up / spin down) comes out at -8.2 / -8.3 eV. The value obtained for the molecular weight is 656.398 g mol⁻¹.

Record 2
The following is a DFT calculation (the ωB97M-V functional and the def2-TZVPD basis) of a 2-piece molecular cluster, C23H33N2O8 overall in a non-equilibrium geometry.

Geometry as XYZ:
```
66
Properties=species:S:1:pos:R:3:forces:R:3
C -4.3306 -2.7565 3.0002 0.233 -0.214 0.634
C -4.1496 -1.9267 1.7459 -0.684 0.107 -0.010
C -4.4130 -2.8273 0.5593 0.246 -0.077 -0.616
C -5.0932 -0.7313 1.7602 0.140 0.453 -0.085
O -2.8063 -1.3206 1.6200 0.954 -0.917 0.190
C -1.7602 -2.1680 1.6191 -0.957 -0.619 -0.587
N -0.5311 -1.3921 1.2733 2.340 -0.771 1.464
N 0.4667 -2.0395 1.7195 -3.004 0.349 0.219
C 1.7337 -1.3845 1.7989 2.028 1.300 -1.070
O 2.0516 -0.2689 1.4190 -1.193 -2.223 0.734
O 2.5862 -2.2861 2.3724 -0.503 0.713 -0.486
C 4.0136 -1.9174 2.4311 0.355 0.046 0.075
C 4.1938 -0.6949 3.2992 -0.189 0.497 0.359
C 4.5302 -1.6457 1.0364 -0.087 0.030 -0.573
C 4.7733 -3.0916 3.0358 -0.164 -0.421 0.117
O -1.8085 -3.3608 1.8020 0.575 1.168 -0.206
H -4.1474 -2.1761 3.9107 0.024 -0.015 -0.114
H -5.3666 -3.1230 3.0419 0.258 0.181 -0.085
H -3.6575 -3.6181 2.9810 -0.257 0.170 0.150
H -4.2575 -2.2871 -0.3814 -0.063 -0.074 0.121
H -3.7286 -3.6802 0.6013 -0.278 0.087 -0.164
H -5.4460 -3.1934 0.5908 0.204 0.113 0.025
H -4.9443 -0.1104 0.8672 -0.016 -0.170 0.164
H -6.1426 -1.0537 1.7911 0.313 -0.069 -0.013
H -4.9019 -0.1033 2.6408 -0.019 -0.147 -0.176
H 3.8300 -0.8843 4.3150 0.056 0.022 -0.100
H 5.2561 -0.4270 3.3531 -0.213 -0.086 -0.019
H 3.6335 0.1391 2.8692 0.277 -0.041 0.229
H 4.4343 -2.5404 0.4113 0.051 0.116 0.062
H 3.9537 -0.8345 0.5850 0.349 -0.143 -0.063
H 5.5865 -1.3551 1.0812 -0.207 -0.085 0.005
H 4.6887 -3.9943 2.4207 -0.070 0.165 0.033
H 5.8409 -2.8369 3.1040 -0.332 0.035 -0.064
H 4.4257 -3.3386 4.0449 -0.044 0.118 -0.146
C 3.6062 1.9823 -4.3184 0.344 0.116 0.116
C 2.1631 1.5949 -4.4822 -0.135 0.073 0.337
O 1.4816 1.8606 -3.2461 0.741 -0.091 -0.896
C 0.2053 1.4270 -3.2858 -1.892 -0.694 0.466
C -0.6049 1.6749 -2.0959 2.281 0.359 -0.048
C -0.0040 2.1495 -0.8531 -1.690 -0.062 -1.077
O -0.6733 2.5998 0.0749 0.715 0.055 0.452
O 1.3368 2.0988 -0.7746 0.673 0.439 0.918
C 1.8275 2.5261 0.5123 -0.163 -0.369 -0.038
C 3.2939 2.8181 0.3731 0.355 0.100 -0.160
C -2.0217 1.7318 -2.2348 -2.053 0.128 -0.097
C -2.9108 1.8069 -1.1129 0.056 0.025 -0.236
C -4.2874 1.9413 -1.2669 -0.008 -0.108 -0.452
C -4.8613 1.9858 -2.5454 -0.288 0.042 0.017
C -4.0251 1.9302 -3.6675 0.014 -0.066 0.405
C -2.6494 1.8025 -3.5154 0.040 0.129 0.166
O -0.2254 0.8634 -4.3057 0.808 0.363 0.470
H 4.1323 1.7689 -5.2544 0.060 0.039 0.105
H 3.7267 3.0454 -4.0864 -0.077 -0.108 -0.042
H 4.0746 1.4114 -3.5104 -0.043 0.037 -0.105
H 1.6843 2.1837 -5.2757 0.088 -0.304 0.028
H 2.0743 0.5262 -4.7099 -0.056 0.270 -0.156
H 1.2871 3.4061 0.8807 0.014 -0.267 -0.218
H 1.6656 1.6775 1.1852 -0.060 0.703 0.049
H 3.7001 3.1183 1.3454 0.021 -0.058 -0.089
H 3.8412 1.9409 0.0133 -0.024 0.072 0.056
H 3.4617 3.6369 -0.3353 0.005 -0.110 0.067
H -2.4884 1.8353 -0.1127 -0.218 -0.182 -0.377
H -4.9216 2.0259 -0.3717 0.261 -0.053 -0.416
H -5.9480 2.0760 -2.6676 0.414 0.001 0.060
H -4.4437 1.9954 -4.6786 0.101 -0.030 0.378
H -2.0106 1.7877 -4.3973 -0.404 -0.049 0.313
```
Positions in Å, forces in eV/Å.

The calculation puts the total energy at -1607.66650 a.u. The calculation puts the lowest unoccupied orbital energy at 0.030 hartree. For the maximum force, the calculation gives 3.03 eV Å⁻¹. For the orbital gap, the calculation gives 3.722 eV. The HOMO energy comes out at -2.9 eV. The value obtained for the molecular weight is 465.523 g mol⁻¹. Its net charge is -1.

Record 3
The following is a DFT calculation (the ωB97M-V functional and the def2-TZVPD basis) of a single C23H33N3O4 molecule.

Geometry as XYZ:
```
63
Properties=species:S:1:pos:R:3:forces:R:3
C -2.5608 3.1264 -6.4558 -0.100 0.192 -0.139
O -1.9972 2.1723 -5.5927 0.286 -0.175 0.372
C -1.2234 2.6104 -4.5608 -0.084 -0.159 -0.073
C -0.9769 3.9362 -4.2520 -0.183 -0.088 -0.190
C -0.1897 4.2733 -3.1581 0.254 -0.151 0.130
C 0.3858 3.2936 -2.3698 0.040 0.296 -0.202
C 1.1891 3.6571 -1.1422 -0.016 -0.043 -0.037
N 0.5378 3.4365 0.1413 0.175 0.019 0.035
C -0.6295 4.2394 0.4123 -0.294 -0.014 -0.021
C -1.8966 3.7522 -0.3059 0.127 0.458 -0.070
N -1.9744 2.3086 -0.2616 -0.389 0.043 -0.021
C -0.9756 1.4577 0.0014 0.065 0.066 -0.022
O -1.1368 0.2464 -0.1044 -0.021 -0.402 -0.025
C 0.3308 2.0516 0.5154 0.116 0.067 0.177
C 0.3771 1.9005 2.0540 0.117 -0.147 0.121
C 1.0715 0.6291 2.5485 -0.272 0.341 -0.238
O 1.8330 0.6555 3.4950 0.216 0.087 0.362
N 0.7730 -0.4818 1.8544 -0.126 -0.398 -0.260
C 1.2580 -1.7884 2.2293 -0.003 -0.100 0.154
C 0.1249 -2.6654 2.7817 0.314 0.072 0.112
C 0.6245 -4.0305 3.1631 -0.143 0.197 -0.176
C 0.8302 -4.3706 4.4281 -0.032 -0.101 0.176
C 1.3525 -5.7014 4.8749 0.166 -0.086 -0.091
C 1.9484 -6.4914 3.7137 -0.237 -0.111 0.100
C 1.0108 -6.4204 2.5145 0.268 0.082 -0.117
C 0.9111 -4.9772 2.0291 -0.017 -0.250 0.110
C 0.1733 1.9564 -2.7027 -0.037 -0.101 -0.227
C -0.6381 1.5988 -3.7648 -0.101 -0.123 -0.094
O -0.9313 0.3230 -4.1230 -0.094 0.492 -0.206
C -0.4512 -0.7272 -3.3139 0.088 -0.237 0.234
H -1.7914 3.7309 -6.9478 -0.030 -0.017 0.033
H -3.1051 2.5568 -7.2073 0.022 0.085 0.030
H -3.2586 3.7873 -5.9295 0.045 -0.021 -0.017
H -1.4009 4.7257 -4.8518 -0.075 0.028 -0.099
H -0.0257 5.3167 -2.9300 0.031 0.117 0.047
H 1.4504 4.7182 -1.1815 0.054 -0.059 -0.061
H 2.1200 3.0827 -1.1243 0.005 0.077 -0.022
H -0.7977 4.2139 1.4928 -0.052 0.093 -0.018
H -0.4251 5.2718 0.1243 -0.044 0.013 0.059
H -1.8925 4.0785 -1.3525 -0.063 -0.017 0.213
H -2.7843 4.1678 0.1819 0.097 0.007 -0.025
H -2.8205 1.8865 -0.6230 0.183 -0.115 0.070
H 1.1579 1.4659 0.1026 -0.186 0.000 -0.045
H 0.9318 2.7450 2.4653 -0.043 -0.094 -0.036
H -0.6308 1.9124 2.4771 0.003 0.026 0.058
H 0.0636 -0.4471 1.1262 0.059 0.184 0.027
H 1.7058 -2.2647 1.3515 0.059 -0.003 0.093
H 2.0255 -1.6459 2.9934 -0.047 -0.089 -0.135
H -0.3004 -2.1667 3.6544 -0.038 0.036 -0.023
H -0.6540 -2.7492 2.0188 -0.082 0.007 0.019
H 0.6035 -3.6680 5.2189 -0.103 0.202 0.025
H 0.5302 -6.2684 5.3259 0.053 -0.030 0.076
H 2.1027 -5.5530 5.6561 -0.051 -0.041 0.043
H 2.9140 -6.0619 3.4387 0.082 -0.016 -0.009
H 2.1127 -7.5289 4.0114 0.078 0.015 -0.007
H 0.0210 -6.7745 2.8104 -0.061 -0.051 -0.022
H 1.3721 -7.0611 1.7074 -0.070 -0.035 0.000
H 1.8548 -4.6897 1.5539 -0.020 0.006 -0.119
H 0.1277 -4.8889 1.2718 0.022 0.068 -0.048
H 0.6566 1.1869 -2.1242 0.016 -0.169 0.075
H -0.7794 -0.6219 -2.2751 0.035 0.026 -0.077
H 0.6416 -0.7915 -3.3484 -0.028 0.013 -0.006
H -0.8756 -1.6361 -3.7367 0.066 0.028 0.031
```
Positions in Å, forces in eV/Å.

The calculation puts the total energy at -1361.45729 a.u. The calculation puts the lowest unoccupied orbital energy at 0.022 hartree. For the maximum force, the calculation gives 0.54 eV Å⁻¹. For the orbital gap, the calculation gives 8.752 eV. The HOMO energy comes out at -8.2 eV. The value obtained for the molecular weight is 415.534 g mol⁻¹. As for the SMILES: COc1ccc(CN2CCNC(=O)[C@@H]2CC(=O)NCCC2=CCCCC2)cc1OC.

- What is the formula in the third record?
  C23H33N3O4